Here is a molecular structure, C14H19BNO6Pt from OMol25. Energies are from ωB97M-V with the def2-TZVPD basis set.

Positions of all 42 atoms, in Å:
Pt 0.145 -1.622 -0.510
C -0.091 5.482 -0.484
O 1.249 5.072 -0.439
C 1.531 3.731 -0.482
C 2.897 3.414 -0.425
C 3.294 2.109 -0.534
C 2.385 1.058 -0.739
C 2.817 -0.295 -0.983
C 4.186 -0.759 -0.522
O 2.094 -1.149 -1.548
C 0.978 1.361 -0.724
O 0.037 0.493 -0.820
C 0.603 2.723 -0.587
H -0.054 6.572 -0.486
H -0.649 5.128 0.389
H -0.594 5.133 -1.392
H 3.607 4.218 -0.317
H 4.354 1.909 -0.513
H 4.898 0.051 -0.401
H 4.569 -1.488 -1.235
H 4.057 -1.251 0.443
H -0.458 2.917 -0.606
C -3.222 0.570 0.876
C -2.791 -0.895 0.954
C -3.907 -1.821 1.443
O -2.400 -1.347 -0.339
C -1.625 -0.949 2.032
O -1.940 -0.609 3.165
O -0.485 -1.330 1.673
H -4.094 0.680 0.230
H -2.390 1.148 0.467
H -3.449 0.941 1.873
H -4.785 -1.746 0.803
H -4.171 -1.550 2.460
H -3.559 -2.851 1.430
H -2.182 -0.565 -0.863
B -0.195 -6.267 -0.538
C -0.067 -4.736 -0.605
N 0.066 -3.584 -0.637
H -0.921 -6.639 -1.413
H -0.653 -6.543 0.536
H 0.915 -6.713 -0.633

Properties
* charge: -1
* 2S+1: 3
* E_HOMO (spin up / spin down): -5.399 / -5.739 eV
* expectation value of S²: 2.007
* Kohn-Sham gap (spin up / spin down): 7.8814 / 7.1012 eV

What are the Löwdin partial charges on each atom? They are as follows, in elementary charge units: atom 1 (Pt): 1.3212, atom 2 (C): -0.0986, atom 3 (O): -0.0853, atom 4 (C): -0.2724, atom 5 (C): -0.0298, atom 6 (C): -0.0369, atom 7 (C): -0.1080, atom 8 (C): -0.3827, atom 9 (C): 0.0025, atom 10 (O): -0.1186, atom 11 (C): -0.3332, atom 12 (O): -0.2038, atom 13 (C): 0.0507, atom 14 (H): 0.0889, atom 15 (H): 0.0972, atom 16 (H): 0.0935, atom 17 (H): 0.1078, atom 18 (H): 0.0982, atom 19 (H): 0.0565, atom 20 (H): 0.0869, atom 21 (H): 0.0992, atom 22 (H): 0.1066, atom 23 (C): -0.0181, atom 24 (C): -0.5212, atom 25 (C): -0.0163, atom 26 (O): -0.0818, atom 27 (C): -0.6480, atom 28 (O): 0.0205, atom 29 (O): -0.1062, atom 30 (H): 0.0847, atom 31 (H): 0.0760, atom 32 (H): 0.0894, atom 33 (H): 0.0796, atom 34 (H): 0.0829, atom 35 (H): 0.0922, atom 36 (H): 0.0665, atom 37 (B): -0.4421, atom 38 (C): -0.1974, atom 39 (N): -0.0819, atom 40 (H): -0.0087, atom 41 (H): -0.0038, atom 42 (H): -0.0061